[1]
Density functional theory data (the ωB97M-V functional and the def2-TZVPD basis) for the molecule C3F2O.

Its relative energy (zero: lowest compared OMol25 entry of this formula, charge and spin) is 3.8 kcal/mol. Its SMILES is O=c1c(F)c1F. Its max |F| is 2.1 eV/Å. As for the total charge: 0. The orbital gap is 10.909 eV.

Atoms and positions in Å:
O1 2.09030 0.32730 -0.00265
C1 0.93964 0.07465 -0.00436
C2 -0.27483 -0.73948 -0.11824
F1 -1.07509 -1.80852 -0.32141
C3 -0.39680 0.59187 0.13256
F2 -1.28321 1.55418 0.31410

***

[2]
Density functional theory data (the ωB97M-V functional and the def2-TZVPD basis) for a cluster of 2 separate species, C19H41BrNOSi in total.

Its relative energy (zero: lowest compared OMol25 entry of this formula, charge and spin) is 17.3 kcal/mol. Its max |F| is 1.5 eV/Å. As for the total charge: -1. The orbital gap is 3.918 eV.

Atoms and positions in Å:
C1 2.60430 4.45674 -1.70541
C2 2.81269 4.27880 -3.23113
C3 2.06437 3.05862 -3.87228
C4 1.64210 1.95263 -2.83746
C5 1.29567 0.66634 -3.64155
C6 1.45882 -0.66101 -2.85822
C7 2.78812 -0.77814 -2.02084
Si1 2.29861 -1.06046 -0.18587
C8 3.51115 -2.26976 0.70641
C9 3.90162 -1.61831 2.08622
C10 5.28194 -2.15928 2.51582
Br1 5.86953 -1.27859 4.18254
H1 3.12656 5.38405 -1.41261
H2 3.08160 3.63224 -1.16302
H3 1.54839 4.56377 -1.42445
H4 2.45266 5.18791 -3.74629
H5 3.88356 4.18427 -3.47354
H6 2.79159 2.55357 -4.53152
H7 1.17517 3.35847 -4.44236
H8 2.43090 1.81800 -2.08930
H9 0.73834 2.30611 -2.31705
H10 0.22326 0.74380 -3.90327
H11 1.82006 0.66237 -4.61216
H12 1.48869 -1.47184 -3.60957
H13 0.60338 -0.88103 -2.20261
H14 3.48876 0.05743 -2.16382
H15 3.33519 -1.69418 -2.32155
H16 0.98926 -1.74948 -0.19094
H17 2.15905 0.22130 0.51453
H18 4.40543 -2.34371 0.06108
H19 3.06702 -3.26539 0.84010
H20 3.89702 -0.52799 1.94406
H21 3.13086 -1.84488 2.83707
H22 6.01300 -1.92293 1.73519
H23 5.22673 -3.24274 2.66161
C11 -3.07622 -0.15370 3.80865
C12 -2.77235 -1.09191 2.62490
C13 -4.00284 -1.97373 2.34653
C14 -5.18944 -1.24698 1.71592
C15 -4.77386 -0.04010 0.87019
C16 -3.32391 -0.08636 0.35667
N1 -2.43364 -0.21596 1.49665
O1 -1.08527 -0.24431 1.13177
C17 -3.05411 1.26721 -0.31121
C18 -3.18427 -1.18394 -0.71395
C19 -1.65569 -2.04283 3.06735
H24 -2.20301 0.45612 4.04698
H25 -3.34673 -0.71797 4.71420
H26 -3.90163 0.52444 3.58404
H27 -3.71022 -2.79384 1.68401
H28 -4.33267 -2.45962 3.27337
H29 -5.74909 -1.95835 1.09940
H30 -5.88553 -0.91794 2.49404
H31 -5.47214 0.06920 0.03268
H32 -4.90097 0.86574 1.47163
H33 -3.09085 2.07394 0.42412
H34 -3.80797 1.47843 -1.07986
H35 -2.07520 1.29049 -0.79277
H36 -3.87820 -1.00240 -1.54455
H37 -3.39806 -2.18269 -0.32678
H38 -2.17632 -1.19949 -1.13247
H39 -1.97692 -2.62032 3.94215
H40 -0.75262 -1.50328 3.35103
H41 -1.39973 -2.75155 2.27707

***

[3]
Density functional theory data (the ωB97M-V functional and the def2-TZVPD basis) for a structure of composition C19H31AlBBrCaCsF6IN2O16PS.

Its max |F| is 5.9 eV/Å. As for the total charge: -1. The orbital gap is 1.150 eV.

Atoms and positions in Å:
C1 -4.43392 -1.31931 2.85321
C2 -4.52442 -0.25670 1.60882
I1 -4.05829 1.74619 2.44557
C3 -3.49216 -0.54305 0.36864
B1 -3.64825 -2.01752 -0.34296
O1 -2.28069 -2.56170 -0.66030
N1 -1.64437 -2.80164 0.51286
O2 -1.54212 -4.01514 0.71355
H1 -4.37599 -2.44689 2.54634
H2 -5.41742 -1.14678 3.50744
H3 -3.50778 -1.00383 3.52501
H4 -5.65408 -0.22969 1.25587
H5 -3.75199 0.25990 -0.47593
H6 -2.39418 -0.27835 0.71553
H7 -4.22782 -2.82087 0.29340
H8 -4.19385 -1.85397 -1.38797
Ca1 -2.56004 -5.31600 1.60066
C4 -0.78608 -0.56587 -2.82146
C5 -1.28665 0.13022 -4.07529
O3 -0.45768 0.19185 -5.02530
O4 -2.47230 0.55937 -4.00511
H9 0.24405 -0.91414 -2.94379
H10 -0.81897 0.12588 -1.97456
H11 -1.41904 -1.43013 -2.59894
C6 0.38663 -0.58480 5.74463
C7 1.48399 -1.39243 6.40820
O5 0.99673 -2.47448 7.19517
C8 0.57380 -3.69940 6.53174
O6 1.52603 -4.14226 5.71330
C9 -0.84753 -3.59852 5.85302
F1 -1.69024 -2.82733 6.60063
F2 -1.45279 -4.81833 5.77474
F3 -0.85924 -3.07823 4.60241
H12 -0.46346 -0.43993 6.41740
H13 0.76700 0.39346 5.43552
H14 0.02350 -1.07870 4.84380
H15 1.99619 -0.72876 7.11522
H16 2.24581 -1.70605 5.68754
H17 0.34849 -4.32828 7.40500
C10 1.84180 1.87479 -5.88674
C11 2.18389 2.62418 -4.61253
O7 3.38580 2.10231 -4.02443
C12 4.56349 2.53603 -4.57541
O8 4.62909 3.31961 -5.52013
C13 5.75772 1.94471 -3.82982
F4 5.62442 0.60694 -3.59728
F5 5.93930 2.52590 -2.60912
F6 6.93450 2.09565 -4.50128
H18 1.78109 0.79874 -5.69574
H19 0.88702 2.21805 -6.29377
H20 2.61372 2.01836 -6.64981
H21 1.38309 2.48161 -3.87882
H22 2.27198 3.70296 -4.78690
C14 -2.22173 -1.22194 -7.97807
C15 -3.00009 -1.65418 -6.73830
O9 -4.25183 -2.12780 -7.22985
S1 -4.02581 -2.79179 -8.70243
O10 -3.90472 -4.22338 -8.53811
O11 -4.95326 -2.18117 -9.62621
O12 -2.53890 -2.18451 -8.98208
H23 -2.55473 -0.24024 -8.33010
H24 -1.14322 -1.19730 -7.80060
H25 -3.14857 -0.83342 -6.03255
H26 -2.50075 -2.48550 -6.22947
N2 0.07010 2.27142 8.31558
C16 0.82953 3.24135 8.91645
C17 0.20945 4.45401 8.71352
C18 -0.96849 4.20592 7.96911
C19 -1.03115 2.84968 7.73977
H27 0.28771 1.28347 8.30026
H28 1.74450 2.98651 9.43421
H29 0.56628 5.41348 9.06482
H30 -1.69338 4.93773 7.63674
H31 -1.76248 2.24835 7.21638
Al1 3.89678 1.13645 -2.09095
Br1 -1.94608 5.40472 9.74630
O13 9.41278 3.26284 -6.88206
P1 10.37404 2.36489 -6.08609
O14 11.75072 2.35467 -6.77045
O15 9.81507 0.93342 -6.03669
O16 10.51727 2.90841 -4.65493
Cs1 -3.95679 1.04629 5.15393

***

[4]
Density functional theory data (the ωB97M-V functional and the def2-TZVPD basis) for the molecule C11H18SSi.

Its relative energy (zero: lowest compared OMol25 entry of this formula, charge and spin) is 65.6 kcal/mol. Its SMILES is C[Si](C)(C)C(=S)[C@H]1C[C@@H]2C=C[C@H]1C2. Its max |F| is 4.7 eV/Å. As for the total charge: 0. The orbital gap is 7.789 eV.

Atoms and positions in Å:
C1 2.72755 -1.35786 -1.06906
Si1 1.99028 0.08979 -0.11795
C2 1.69425 -0.40824 1.69738
C3 2.96792 1.77922 0.08497
C4 0.44564 0.73640 -1.20615
S1 0.73595 1.69127 -2.55249
C5 -1.02521 -0.02680 -1.08301
C6 -1.27814 -1.33042 -0.25819
C7 -2.29095 -0.86319 0.74131
C8 -3.60803 -0.51224 0.08852
C9 -3.30043 0.64377 -0.60230
C10 -1.88127 1.04213 -0.28871
C11 -1.88326 0.55796 1.10637
H1 3.74929 -1.39992 -0.54634
H2 2.35156 -2.33003 -1.00485
H3 3.10162 -1.14963 -2.03890
H4 1.92736 -1.47086 1.68105
H5 2.38995 -0.00081 2.36697
H6 0.67015 -0.48962 2.04463
H7 3.50948 1.79808 0.98801
H8 3.66238 1.84340 -0.78586
H9 2.33341 2.57110 0.06341
H10 -1.23246 -0.28294 -2.10720
H11 -0.40142 -1.59311 0.26639
H12 -1.57824 -2.07368 -0.91250
H13 -2.37374 -1.58591 1.63387
H14 -4.46701 -1.08035 0.31666
H15 -3.74978 1.37363 -1.24352
H16 -1.67990 2.11227 -0.46660
H17 -2.62563 1.07345 1.72087
H18 -0.88133 0.64311 1.48324

***

[5]
Density functional theory data (the ωB97M-V functional and the def2-TZVPD basis) for a cluster of 2 separate species, C4H15N2O in total.

Its relative energy (zero: lowest compared OMol25 entry of this formula, charge and spin) is 40.0 kcal/mol. Its max |F| is 2.4 eV/Å. As for the total charge: +1. The orbital gap is 9.973 eV.

Atoms and positions in Å:
N1 1.95066 -0.75618 -1.04950
C1 1.16689 0.45125 -1.30265
C2 0.79656 1.00584 0.10275
N2 0.45427 -0.09373 0.98426
C3 -0.62513 -1.06953 0.96622
C4 -1.16529 -1.25794 2.38822
H1 2.92592 -0.62435 -1.28409
H2 1.82702 -0.96676 -0.01333
H3 1.55964 -1.65768 -1.33884
H4 0.26981 0.34831 -1.90479
H5 1.84441 1.20182 -1.70967
H6 1.69296 1.41960 0.59201
H7 0.14102 1.87975 0.03577
H8 0.57498 0.21369 1.94088
H9 -1.49900 -0.76021 0.39144
H10 -0.22910 -2.03559 0.57643
H11 -2.10260 -1.78284 2.39946
H12 -1.28074 -0.23665 2.76653
H13 -0.48637 -1.64566 3.15522
H14 -2.97334 1.24510 -1.39167
H15 -2.33913 1.76531 -2.64400
O1 -2.13984 1.61335 -1.71068

***

Please write out number 5 again, unchanged.
Density functional theory data (the ωB97M-V functional and the def2-TZVPD basis) for a cluster of 2 separate species, C4H15N2O in total.

Its relative energy (zero: lowest compared OMol25 entry of this formula, charge and spin) is 40.0 kcal/mol. Its max |F| is 2.4 eV/Å. As for the total charge: +1. The orbital gap is 9.973 eV.

Atoms and positions in Å:
N1 1.95066 -0.75618 -1.04950
C1 1.16689 0.45125 -1.30265
C2 0.79656 1.00584 0.10275
N2 0.45427 -0.09373 0.98426
C3 -0.62513 -1.06953 0.96622
C4 -1.16529 -1.25794 2.38822
H1 2.92592 -0.62435 -1.28409
H2 1.82702 -0.96676 -0.01333
H3 1.55964 -1.65768 -1.33884
H4 0.26981 0.34831 -1.90479
H5 1.84441 1.20182 -1.70967
H6 1.69296 1.41960 0.59201
H7 0.14102 1.87975 0.03577
H8 0.57498 0.21369 1.94088
H9 -1.49900 -0.76021 0.39144
H10 -0.22910 -2.03559 0.57643
H11 -2.10260 -1.78284 2.39946
H12 -1.28074 -0.23665 2.76653
H13 -0.48637 -1.64566 3.15522
H14 -2.97334 1.24510 -1.39167
H15 -2.33913 1.76531 -2.64400
O1 -2.13984 1.61335 -1.71068

***

Repeat the fourth record exactly.
Density functional theory data (the ωB97M-V functional and the def2-TZVPD basis) for the molecule C11H18SSi.

Its relative energy (zero: lowest compared OMol25 entry of this formula, charge and spin) is 65.6 kcal/mol. Its SMILES is C[Si](C)(C)C(=S)[C@H]1C[C@@H]2C=C[C@H]1C2. Its max |F| is 4.7 eV/Å. As for the total charge: 0. The orbital gap is 7.789 eV.

Atoms and positions in Å:
C1 2.72755 -1.35786 -1.06906
Si1 1.99028 0.08979 -0.11795
C2 1.69425 -0.40824 1.69738
C3 2.96792 1.77922 0.08497
C4 0.44564 0.73640 -1.20615
S1 0.73595 1.69127 -2.55249
C5 -1.02521 -0.02680 -1.08301
C6 -1.27814 -1.33042 -0.25819
C7 -2.29095 -0.86319 0.74131
C8 -3.60803 -0.51224 0.08852
C9 -3.30043 0.64377 -0.60230
C10 -1.88127 1.04213 -0.28871
C11 -1.88326 0.55796 1.10637
H1 3.74929 -1.39992 -0.54634
H2 2.35156 -2.33003 -1.00485
H3 3.10162 -1.14963 -2.03890
H4 1.92736 -1.47086 1.68105
H5 2.38995 -0.00081 2.36697
H6 0.67015 -0.48962 2.04463
H7 3.50948 1.79808 0.98801
H8 3.66238 1.84340 -0.78586
H9 2.33341 2.57110 0.06341
H10 -1.23246 -0.28294 -2.10720
H11 -0.40142 -1.59311 0.26639
H12 -1.57824 -2.07368 -0.91250
H13 -2.37374 -1.58591 1.63387
H14 -4.46701 -1.08035 0.31666
H15 -3.74978 1.37363 -1.24352
H16 -1.67990 2.11227 -0.46660
H17 -2.62563 1.07345 1.72087
H18 -0.88133 0.64311 1.48324